[1]
Below is an isolated molecule of CH4N2O, with properties calculated with wB97M-V/def2-TZVPD.

```
8
Properties=species:S:1:pos:R:3
O -1.25622 0.35652 1.19844
N 0.61661 0.09163 -0.16023
N 1.39039 -0.12937 -1.14890
C -0.69538 -0.20050 0.01859
H -1.20603 -0.47491 -0.84109
H 2.28928 -0.22955 -0.86260
H -2.20473 0.26840 1.14320
H 1.06609 0.31778 0.65258
```

Lowest unoccupied orbital energy (alpha / beta)   0.723 / 0.723 eV
Energy relative to the best compared isomer or geometry (same formula, charge and spin)   425.2 kJ/mol
Total charge   0
E_tot   -225.13006 Eh
E_HOMO (alpha / beta)   -7.32 / -7.32 eV
Kohn-Sham gap (alpha / beta)   0.2956 / 0.2956 hartree

=====

[2]
Below is an isolated molecule of CH4N2O, with properties calculated with wB97M-V/def2-TZVPD.

```
8
Properties=species:S:1:pos:R:3
O 0.62639 0.03779 1.25485
N -0.46202 -0.03534 -0.93244
N -0.58698 -1.18476 -0.54814
C 0.35906 0.73208 0.03643
H 1.17719 0.56965 -0.64687
H -1.04998 -1.90128 -1.05586
H 0.06015 1.82051 0.23203
H -0.12382 -0.03864 1.66001
```

Lowest unoccupied orbital energy   1.082 eV
Energy relative to the best compared isomer or geometry (same formula, charge and spin)   383.5 kJ/mol
Total charge   0
E_tot   -225.14594 Eh
E_HOMO   -8.97 eV
Structure (SMILES)   [H]/N=N/CO
Kohn-Sham gap   0.3693 hartree

=====

[3]
Below is an isolated molecule of CH4N2O, with properties calculated with wB97M-V/def2-TZVPD.

```
8
Properties=species:S:1:pos:R:3
O 2.45615 0.18160 -0.00755
N 1.40769 -0.22948 0.41827
N 0.33077 0.42807 -0.06685
C -0.93010 -0.19122 0.10045
H -1.86724 0.45971 0.12230
H -0.91233 -0.99111 0.96186
H 0.52694 1.18075 -0.67967
H -1.01188 -0.83831 -0.84881
```

Lowest unoccupied orbital energy   0.971 eV
Energy relative to the best compared isomer or geometry (same formula, charge and spin)   356.4 kJ/mol
Total charge   0
E_tot   -225.15627 Eh
E_HOMO   -9.49 eV
Structure (SMILES)   CNN=O
Kohn-Sham gap   0.3845 hartree

=====

[4]
Below is an isolated molecule of CH4N2O, with properties calculated with wB97M-V/def2-TZVPD.

```
8
Properties=species:S:1:pos:R:3
O 1.57701 -0.59129 0.11592
N -1.37587 -0.70987 0.16513
N -0.88287 0.38848 0.06225
C 0.57264 0.50699 0.09376
H 1.31629 -1.27892 -0.50667
H 0.67565 1.01921 -0.91377
H -2.38977 -0.45582 -0.00621
H 0.50692 1.12122 0.98959
```

Lowest unoccupied orbital energy   0.981 eV
Energy relative to the best compared isomer or geometry (same formula, charge and spin)   340.1 kJ/mol
Total charge   0
E_tot   -225.16247 Eh
E_HOMO   -9.54 eV
Structure (SMILES)   [H]/N=N/CO
Kohn-Sham gap   0.3867 hartree